{
  "formula": "C4H4NO",
  "method": "wB97M-V/def2-TZVPD",
  "e_lumo_ha": [0.159, 0.162],
  "energy_ev": -7742.751,
  "total_charge": -1,
  "gap_ha": [0.2410, 0.2696],
  "symbols": ["C", "C", "C", "C", "N", "O", "H", "H", "H", "H"],
  "positions_angstrom": [[0.02961, 0.89160, 0.12380], [0.48785, 1.54380, 1.27154], [1.04741, 0.09769, 0.91714], [-0.97325, 0.32143, -0.82584], [0.18292, 1.28911, -1.20345], [-0.17810, 2.42493, -1.70153], [0.49983, -0.71544, 1.29590], [1.95028, -0.27036, 0.51473], [-0.91096, -0.73020, -1.01882], [-1.96418, 0.74748, -0.94298]]
}